Record 1
ORCA calculation (ωB97M-V/def2-TZVPD) on a molecular structure, C36H40BNP2W.

```
! wB97M-V def2-TZVPD RIJCOSX def2/J DEFGRID3
* xyz 2 3
W -2.987 -3.976 -1.439
C -2.687 -5.455 0.061
C -2.086 -4.196 0.435
C -0.591 -4.018 0.298
C -0.054 -3.719 -1.120
C -1.069 -3.846 -2.224
C -1.573 -5.142 -2.602
C -1.203 -6.401 -1.863
C -1.855 -6.597 -0.456
C -3.414 -2.017 -1.195
H -3.610 -5.725 0.584
H -2.568 -3.641 1.243
H -0.037 -4.872 0.726
H -0.279 -3.192 0.947
H 0.354 -2.690 -1.163
H 0.801 -4.398 -1.297
H -1.069 -3.081 -3.004
H -1.803 -5.285 -3.661
H -0.110 -6.536 -1.768
H -1.526 -7.263 -2.473
H -2.508 -7.484 -0.493
H -1.056 -6.874 0.250
H -4.510 -2.014 -1.332
H -2.971 -1.387 -1.974
H -3.165 -1.639 -0.197
P 0.638 2.869 2.327
P 1.594 3.600 -0.698
C 2.345 2.588 1.775
C 2.700 2.781 0.470
C 0.825 3.776 3.927
C 2.012 3.676 4.667
C 2.181 4.408 5.854
C 1.170 5.264 6.306
C -0.002 5.403 5.548
C -0.181 4.668 4.372
C 0.131 1.131 2.673
C -0.128 0.309 1.555
C -0.707 -0.941 1.743
C -0.970 -1.425 3.032
C -0.638 -0.639 4.142
C -0.106 0.641 3.961
C 2.646 5.065 -1.191
C 2.856 6.100 -0.251
C 3.453 7.300 -0.663
C 3.884 7.465 -1.988
C 3.792 6.390 -2.877
C 3.182 5.196 -2.480
C 1.695 2.521 -2.177
C 0.662 2.623 -3.137
C 0.636 1.760 -4.227
C 1.617 0.770 -4.367
C 2.679 0.716 -3.462
C 2.713 1.582 -2.360
H 3.076 2.229 2.512
H 3.707 2.544 0.104
H 2.807 3.034 4.299
H 3.114 4.320 6.416
H 1.301 5.832 7.236
H -0.780 6.098 5.881
H -1.099 4.768 3.790
H 0.093 0.642 0.541
H -0.965 -1.523 0.859
H -1.441 -2.400 3.172
H -0.819 -1.017 5.149
H 0.108 1.280 4.820
H 2.561 5.955 0.788
H 3.589 8.106 0.058
H 4.304 8.420 -2.318
H 4.189 6.476 -3.890
H 3.113 4.354 -3.177
H -0.103 3.389 -3.008
H -0.151 1.862 -4.975
H 1.558 0.050 -5.187
H 3.486 -0.007 -3.597
H 3.523 1.509 -1.642
B -6.032 -7.046 -2.904
C -5.089 -5.951 -2.498
N -4.314 -5.119 -2.137
H -7.077 -6.522 -3.271
H -6.211 -7.776 -1.935
H -5.551 -7.658 -3.841
*
```

F_max in eV/A: 4.2
HOMO-LUMO gap (spin up / spin down) in eV: 5.80 / 4.87
Molecular weight in g mol⁻¹: 743.323
HOMO energy (spin up / spin down) in eV: -13.382 / -13.180

Löwdin population analysis, charges in e, atoms 1 to 5: W 1.612; C -0.268; C -0.307; C -0.182; C -0.161

=====

Record 2
ORCA calculation (ωB97M-V/def2-TZVPD) on C2H2Cl2NP in the gas phase.

```
! wB97M-V def2-TZVPD RIJCOSX def2/J DEFGRID3
* xyz 0 1
N 0.736 2.304 0.216
C 0.880 1.159 0.176
C 0.767 -0.215 -0.046
P -1.163 -0.599 -0.941
Cl -1.422 -2.242 0.382
Cl -2.145 0.759 0.044
H 1.569 -0.492 -0.802
H 0.777 -0.674 0.972
*
```

SMILES: N#CCP(Cl)Cl
F_max in eV/A: 3.5
HOMO-LUMO gap in eV: 9.96
Molecular weight in g mol⁻¹: 141.925
HOMO energy in eV: -10.088

natural (NBO) population analysis, charges in e, atoms 1 to 5: N -0.314; C 0.234; C -0.743; P 0.821; Cl -0.323

=====

Record 3
ORCA calculation (ωB97M-V/def2-TZVPD) on a molecular structure, C15H20AgN2O.

```
! wB97M-V def2-TZVPD RIJCOSX def2/J DEFGRID3
* xyz 2 2
C -1.522 -2.451 0.081
C -2.097 -2.532 -1.334
C -3.526 -1.973 -1.263
C -1.340 -1.719 -2.396
C 0.219 -1.756 -2.354
C 0.795 -0.465 -1.928
C 1.325 0.500 -2.776
C 1.790 1.680 -2.253
C 1.739 1.967 -0.842
N 2.166 3.162 -0.389
C 2.035 3.326 0.911
C 1.519 2.339 1.803
C 1.430 2.647 3.256
C 1.184 1.394 4.053
O -0.165 0.966 3.848
N 1.109 1.179 1.357
C 1.216 0.998 0.008
C 0.789 -0.185 -0.541
H -0.511 -2.835 0.179
H -2.192 -2.924 0.786
H -1.520 -1.363 0.332
H -2.185 -3.562 -1.660
H -3.465 -0.900 -1.090
H -4.062 -2.386 -0.417
H -4.072 -2.141 -2.181
H -1.608 -2.143 -3.355
H -1.699 -0.695 -2.405
H 0.586 -1.975 -3.348
H 0.597 -2.532 -1.694
H 1.373 0.332 -3.838
H 2.202 2.433 -2.904
H 2.335 4.276 1.326
H 0.578 3.300 3.430
H 2.362 3.084 3.600
H 1.302 1.614 5.108
H 1.895 0.613 3.802
H -0.103 0.182 3.286
H 0.419 -0.945 0.127
Ag -0.898 -0.510 1.676
*
```

F_max in eV/A: 1.5
HOMO-LUMO gap (spin up / spin down) in eV: 8.70 / 5.71
Molecular weight in g mol⁻¹: 352.206
HOMO energy (spin up / spin down) in eV: -16.983 / -16.965

natural (NBO) population analysis, charges in e, atoms 1 to 5: C -0.574; C -0.228; C -0.597; C -0.387; C -0.476